15
Properties=species:S:1:pos:R:3:forces:R:3 method="wB97M-V/def2-TZVPD" charge=+1 de_lowest_kcal_mol=132.3 homo_lumo_gap_ha=0.3012
N -2.708456 0.496565 -0.087856 1.34 2.91 -0.27
C -0.098818 0.730109 -0.072242 -2.49 -0.32 -0.42
C 0.375155 -1.814671 0.338955 0.08 -1.73 0.53
C 1.277865 0.380350 -0.078245 0.66 1.59 0.31
C 1.421552 -1.033778 0.122403 -1.33 0.25 0.10
C 2.282121 1.254985 -0.227042 0.61 -0.79 -0.29
C -1.274469 0.376170 -0.144385 0.90 2.08 0.36
H 3.362364 1.112851 -0.347281 -0.53 -1.06 0.39
H 2.120703 2.272779 -0.318174 -0.94 1.90 -0.19
H -3.121487 -0.343455 -0.454775 -0.83 -0.35 -0.26
H 2.435657 -1.281870 0.118686 1.30 -1.27 -0.28
H -3.050078 0.765994 0.848677 0.13 -0.83 0.07
H -0.642792 -1.413570 0.612706 1.52 -1.06 -0.66
H -2.955458 1.393942 -0.626634 0.07 -1.81 0.14
H 0.576140 -2.896400 0.315205 -0.48 0.50 0.46


103
Properties=species:S:1:pos:R:3:forces:R:3 method="wB97M-V/def2-TZVPD" charge=+3 multiplicity=3 de_lowest_kcal_mol=58.7 homo_lumo_gap_ha="0.2165 / 0.1281"
Cu -3.485054 1.806584 -0.157511 0.93 -2.02 -0.25
Cu -3.637174 -1.923674 -1.719373 -0.10 1.64 -0.68
O -2.520185 -0.228722 -0.480414 -0.66 0.19 0.34
O 4.159359 -4.351468 2.158800 -0.05 -1.05 -2.02
O -0.154887 0.589751 -4.527992 -1.49 -0.15 0.58
O 0.010265 3.906031 5.152445 -1.19 -0.50 -1.36
O 4.784599 2.752007 -0.209367 1.84 -0.34 0.15
O 4.776151 -2.056474 -1.159504 -0.32 1.17 -1.35
O 0.056781 6.526361 0.049272 -1.10 -1.98 0.98
O -4.710762 -3.071526 6.265203 -0.53 -0.35 1.28
O -5.567551 -2.006604 -3.293106 0.37 0.34 1.64
N -0.044156 4.404921 2.381140 1.96 -2.47 -0.80
N 3.019674 -3.873670 -0.269179 -2.78 1.57 3.65
N -3.653836 -0.318344 -3.525937 0.99 -1.28 -0.98
C 3.903547 2.970742 -1.242431 -2.32 -0.76 -0.42
C 0.676697 4.301244 1.112775 -1.05 2.40 -1.49
C 1.155322 0.155472 -4.677394 0.61 -0.08 -0.39
C 2.240463 -4.630115 0.768824 1.90 -1.82 0.13
C 2.461419 -2.637238 -0.772054 0.48 -1.32 -3.59
C 3.232974 -5.352790 1.732403 -1.42 1.68 0.11
C -3.502749 -2.568512 4.399062 0.63 0.26 -1.93
C -4.163166 -3.679434 5.103231 -0.92 0.48 1.88
C -6.796474 -2.707516 -3.103668 -0.40 0.34 -1.85
C 5.727787 -1.243925 -1.925865 0.60 -0.18 -0.69
C -0.381412 3.095572 2.898407 -1.87 0.99 2.56
C 2.746542 1.986470 -1.071822 -1.17 0.25 0.47
C -1.403828 -0.927728 1.654801 -0.82 -0.45 1.61
C -2.429210 0.417316 -3.869981 1.23 0.23 2.67
C -5.470776 -1.557012 -4.628572 0.26 0.80 0.24
C 1.112841 5.634485 0.503732 -0.73 2.56 -0.45
C 5.521912 -4.682769 1.778734 0.19 -0.27 3.40
C 3.537210 -2.268528 -1.884734 0.25 0.65 1.96
C -0.960548 3.228500 4.369924 1.63 -0.59 -1.35
C -1.096041 -0.422755 -4.090430 -1.00 2.21 -2.05
C -1.377645 -0.819290 0.161868 -0.24 1.16 -0.28
C -0.095571 -0.117266 -0.238933 0.20 0.06 -0.35
C -4.117275 -0.903113 -4.783791 -0.03 -1.30 -0.64
C -0.249273 3.759574 6.525861 0.52 1.48 1.96
C 0.411855 7.691996 -0.666112 1.04 -0.21 -1.07
H -1.204952 4.154681 6.870324 -0.40 -0.05 -0.58
H 0.463437 4.436943 6.996290 0.15 -0.21 0.12
H 5.831177 -4.934642 0.764324 -0.56 0.56 -0.22
H -2.968370 -1.871991 5.045124 0.20 -0.38 0.30
H 0.690491 -0.331691 0.485107 0.19 -0.05 -0.11
H -2.611520 1.230373 -4.572688 0.33 -0.48 -0.67
H -0.444346 -1.257755 2.053026 0.09 -0.14 -0.12
H -5.638754 -2.411906 -5.283576 0.05 0.24 -0.37
H -3.463312 -1.691758 -5.155925 0.64 0.20 0.42
H -1.237408 -1.824164 -0.236450 -0.40 -0.48 -0.04
H 3.023602 0.934366 -1.005458 0.55 0.06 -0.29
H 3.226431 -1.381349 -2.436484 0.04 -0.02 -0.08
H -2.200707 0.921245 -2.930859 0.23 0.43 0.12
H -4.374687 0.318247 -3.217321 0.01 0.28 0.12
H -1.941506 3.690211 4.257491 -0.09 0.22 0.70
H -4.650669 -2.114488 6.219663 -0.02 -0.14 -0.05
H 1.622183 3.770011 1.222099 -0.03 -0.39 0.56
H -3.486296 -4.465935 5.436927 0.06 -0.04 -0.15
H -4.258156 -1.970997 3.888730 0.00 0.05 -0.26
H 0.380930 4.936778 3.127159 -0.05 1.23 0.40
H -0.750134 -0.938551 -3.194662 -0.22 -0.14 0.04
H -0.195133 0.967535 -0.276308 -0.17 0.10 -0.11
H -7.519900 -2.137220 -3.686346 -0.48 -0.11 0.14
H 1.549445 -2.924021 -1.295668 -0.33 0.09 -0.07
H -0.999267 2.198725 4.725127 -0.63 -0.09 0.07
H 5.468445 -0.241139 -2.265393 -1.24 0.24 0.79
H -0.383730 8.028411 -1.330920 -0.54 -0.17 0.68
H 1.741502 5.462783 -0.370001 0.43 -0.33 0.21
H -6.151297 -0.733212 -4.843850 -0.95 -0.41 0.23
H -2.146971 -1.600986 2.082065 -0.09 -0.40 -0.50
H 1.621786 0.630616 -5.540385 -0.12 0.47 0.12
H -1.219624 -1.038933 -4.981009 0.00 -0.80 0.41
H 1.681979 -3.973602 1.436050 -0.11 0.74 -0.68
H 1.591484 -5.445431 0.449172 -0.32 0.49 -0.94
H -2.801903 -2.977717 3.671421 0.12 0.29 -0.29
H 1.169333 7.421553 -1.401772 0.56 0.09 0.07
H 3.925417 -3.601923 0.085600 1.56 -0.79 -0.05
H 6.057090 -3.921609 2.346484 0.52 0.42 -1.12
H 5.972597 -1.675252 -2.896495 -0.01 -0.85 0.16
H 3.548682 4.001319 -1.232309 -0.17 0.14 -0.20
H 3.585980 -6.304459 1.335148 0.63 0.28 0.03
H -5.041568 -4.110200 4.622656 0.44 -0.21 -0.73
H 0.775694 8.516496 -0.052982 -0.08 -0.14 0.23
H 0.570314 2.579725 3.025803 0.14 -0.36 -0.44
H 0.055916 3.780157 0.383945 -0.09 -0.31 0.22
H -0.122071 2.786890 7.001054 0.16 -0.43 -0.76
H 5.739850 -5.517807 2.444548 0.32 -0.66 -0.55
H -6.626507 -3.619965 -3.675202 -0.67 -0.65 0.73
H 4.198566 2.747507 -2.267725 1.45 0.28 0.32
H 2.250868 2.163675 -0.117359 -0.16 0.10 0.33
H 1.238726 -0.898685 -4.941791 -0.09 -0.35 0.47
H 3.629559 -3.141075 -2.531455 -0.01 0.13 -0.29
H -1.651957 -0.043031 2.241193 0.16 0.81 -0.51
H -4.129887 -0.147019 -5.568807 -0.24 0.05 -0.13
H 1.692949 0.439429 -3.772731 0.50 -0.40 0.07
H 6.670754 -1.075996 -1.405563 -0.33 -0.62 0.51
H 4.443308 3.097310 0.618816 -0.02 0.11 -0.12
H -7.205472 -2.765664 -2.094980 0.84 -0.24 0.08
H -1.158862 2.596941 2.319578 0.58 -0.18 -0.49
H 1.959058 2.081623 -1.819422 0.05 0.08 -0.29
H 2.138115 -1.878484 -0.059409 0.81 -0.09 0.51
H 1.617699 6.245672 1.251840 0.76 -0.39 0.17
H 2.548298 -5.551043 2.557031 0.35 -0.49 0.37
H 0.185475 -0.498070 -1.220805 0.31 0.44 -0.13


18
Properties=species:S:1:pos:R:3:forces:R:3 method="wB97M-V/def2-TZVPD" de_lowest_kcal_mol=30.3 homo_lumo_gap_ha=0.3944
O -2.615898 2.609803 -2.472822 0.08 0.06 -0.21
O 0.818065 -2.596103 1.337166 0.03 0.05 0.01
O -0.114126 0.061885 0.362045 -0.18 -0.04 -0.10
C -1.714043 1.806533 -1.729165 0.02 -0.20 0.33
C 1.858430 -2.475586 0.366518 -0.12 0.30 0.13
C 0.223741 0.838663 1.492745 0.21 -0.13 0.00
H -1.881357 2.015175 -0.674258 0.01 0.06 -0.01
H -0.668095 2.023591 -1.956080 -0.01 0.03 -0.02
H 1.212903 -2.746475 2.200588 -0.02 0.00 -0.01
H 2.446496 -3.389983 0.299275 0.00 -0.05 -0.11
H 1.152382 0.483743 1.955036 0.00 0.06 0.01
H 1.358192 -2.257462 -0.571884 0.09 -0.18 -0.14
H -0.558362 0.834165 2.255949 -0.08 0.05 -0.03
H -2.285591 2.677105 -3.373799 -0.11 -0.03 0.07
H -1.886028 0.733729 -1.862129 -0.01 0.08 -0.15
H -0.242575 -0.848559 0.653280 0.10 -0.05 0.08
H 2.516020 -1.625571 0.576853 -0.01 -0.09 0.08
H 0.379854 1.855350 1.140682 -0.02 0.07 0.07


109
Properties=species:S:1:pos:R:3:forces:R:3 method="wB97M-V/def2-TZVPD" charge=-2 homo_lumo_gap_ha=0.2500
O 14.024455 17.710892 12.980851 0.77 0.63 0.38
O 17.758695 15.805338 10.715381 1.48 -1.79 0.56
O 21.707631 15.331742 6.049250 0.37 -0.25 -0.74
O 15.643508 16.330652 13.334067 -0.14 0.59 0.72
O 14.093970 13.839219 6.398869 -0.40 0.43 0.69
O 25.805295 11.072779 11.097488 -1.52 1.85 0.39
O 24.476766 12.866478 11.687372 -0.53 1.28 0.54
O 17.741530 10.802119 14.727294 -0.03 -1.20 -0.63
O 12.873848 17.222766 9.370630 2.72 -2.02 0.75
O 23.439756 15.379327 7.394231 0.90 0.41 0.09
O 10.369532 12.280890 8.240281 -1.89 0.03 -1.78
O 18.576029 13.213466 11.606557 -3.09 3.33 0.10
O 13.068685 6.959121 9.414267 -1.53 0.50 1.10
O 14.583576 19.069095 10.089961 0.21 -1.34 0.23
O 15.542917 12.158266 5.790604 -1.00 0.99 -0.02
O 16.403817 14.083654 9.721482 1.27 -3.52 0.02
O 15.476636 18.233814 14.627930 0.49 -0.90 -0.28
O 13.721014 6.254846 11.419794 0.41 -0.82 -0.17
O 17.602541 8.906843 13.384582 -1.74 -0.57 -0.65
O 22.443821 13.416890 6.976771 -0.22 -0.01 -0.74
O 13.696839 4.836179 9.663865 -0.18 0.80 0.19
O 18.935308 13.261957 9.053468 -0.19 -0.13 1.19
O 26.022827 12.928717 10.000967 0.49 0.81 0.26
O 22.018456 9.816390 9.575381 1.21 -1.55 -0.11
O 19.375315 9.440766 14.586622 1.08 -0.38 0.70
O 21.770295 9.887821 12.229555 -1.47 2.02 -0.75
O 13.850820 12.670468 4.510350 -2.00 1.14 -2.03
O 11.522194 13.392964 9.795061 0.43 -0.33 0.16
O 12.020869 11.283429 9.304178 0.03 0.18 -0.68
C 20.193062 11.754210 12.123739 2.57 -2.38 1.33
C 14.981373 17.889235 10.155678 0.34 1.92 -0.81
C 15.110463 17.479484 13.751803 -0.66 0.48 -0.53
C 16.584853 11.378127 14.134298 0.07 -0.20 -0.64
C 16.851592 15.874245 13.934755 0.86 -1.01 -1.06
C 10.889659 14.609505 9.381120 -0.79 -0.66 0.41
C 20.129578 8.293823 14.100390 -1.61 -0.25 0.85
C 11.243736 12.347162 9.021536 1.09 -0.33 1.81
C 22.616129 14.732576 6.818487 -0.54 -0.48 1.00
C 13.717948 19.144743 12.879201 -1.99 -1.37 0.17
C 20.399533 11.320051 9.140737 -2.27 1.66 0.20
C 25.938630 14.324687 9.826718 0.43 1.97 -0.29
C 14.015051 16.757419 9.706825 -3.55 0.61 -0.73
C 16.412143 12.410682 6.968162 -2.26 -1.53 0.23
C 16.572874 16.170881 10.418233 0.42 2.74 -0.23
C 14.410907 15.330289 9.648220 -1.29 1.86 -0.58
C 12.566854 13.506096 4.215092 1.42 -1.48 2.61
C 16.308640 17.514823 10.447077 0.45 -0.93 0.44
C 20.693932 14.577900 5.408054 -1.19 -1.01 -0.68
C 25.344995 12.433019 11.021673 1.27 -4.60 -0.71
C 15.709741 15.103722 9.879411 -0.10 1.54 0.91
C 13.493112 5.931638 10.145678 0.13 -0.53 -1.21
C 13.405072 11.620342 9.430276 0.17 -1.61 2.12
C 14.422031 12.976637 5.642898 2.82 -0.97 0.74
C 24.756239 10.234853 11.686793 -0.18 -0.13 0.09
C 18.130367 9.614210 14.175069 2.16 1.55 0.44
C 12.252194 7.943519 10.197622 0.84 0.49 -1.12
C 19.559773 12.326863 9.657976 1.08 -0.58 0.39
C 14.431635 5.170204 12.054219 -0.10 0.47 0.53
C 21.071466 10.719360 11.586025 0.64 -1.60 0.95
C 23.361642 12.747109 7.865703 -0.24 0.41 0.55
C 21.139226 10.524999 10.018075 0.38 1.14 0.76
C 19.444866 12.406253 11.236302 0.45 -0.34 -2.32
Be 17.894816 14.223463 10.468247 0.34 -1.07 -1.07
H 12.985672 8.647051 10.652550 -0.88 -0.57 0.08
H 23.119620 11.690562 7.844419 -0.03 -0.07 -0.28
H 13.497580 12.234922 10.316731 0.50 0.00 0.20
H 11.561486 7.445622 10.901857 0.68 0.20 -0.26
H 14.403320 19.587558 12.186468 0.50 0.40 -0.06
H 20.061621 15.286412 4.860154 0.46 0.07 0.05
H 21.011793 13.766825 4.663637 0.08 1.15 1.28
H 24.369039 10.688550 12.627176 0.31 -0.46 -0.75
H 12.717096 19.095913 12.360261 0.99 0.47 0.76
H 11.661663 8.494158 9.440562 0.44 -0.37 0.39
H 16.816744 12.375779 13.797524 0.35 0.29 -0.20
H 25.485910 14.881386 10.658305 -0.36 -0.66 -0.20
H 25.174834 9.230102 11.860848 0.18 0.60 0.09
H 13.932628 10.646881 9.551606 -0.28 0.82 -0.06
H 13.791589 14.571728 9.183267 -0.14 0.29 0.09
H 17.640993 16.629879 14.056831 -0.52 0.06 -0.36
H 13.727586 4.476107 12.483312 -0.30 -0.35 0.00
H 17.215989 18.092818 10.713342 -1.20 0.29 -0.16
H 11.941887 13.118885 5.072299 -0.03 0.87 -1.40
H 13.690251 19.579415 13.897599 -0.04 -0.10 -0.79
H 20.165503 11.944174 13.233452 -0.18 -0.26 -1.40
H 12.269680 13.230460 3.224598 -0.17 -0.50 -0.28
H 16.688156 15.424886 14.903221 -0.33 -0.15 0.31
H 23.160633 13.081281 8.897085 0.29 0.06 -0.39
H 16.952971 13.323755 6.846659 0.32 0.40 0.17
H 9.816334 14.439389 9.371547 -0.24 0.06 0.08
H 19.807841 7.404333 14.674908 0.09 0.31 -0.24
H 17.184278 15.090562 13.196719 0.00 0.80 1.02
H 11.131034 15.357848 10.132018 0.42 0.13 -0.61
H 17.010409 11.500315 7.065303 0.29 0.48 -0.41
H 14.973969 5.640032 12.850380 0.43 0.16 0.36
H 11.184178 14.739104 8.357497 0.35 1.02 -0.27
H 20.547365 11.128341 8.087521 -0.07 0.29 -0.14
H 23.930953 10.084370 10.968305 0.25 0.34 0.36
H 15.855389 11.460805 14.907598 -0.88 -0.14 0.37
H 19.925486 8.133609 13.058113 0.12 0.05 -0.41
H 12.715246 14.595159 4.272013 0.36 -0.59 0.26
H 25.444427 14.561733 8.890170 -0.50 -0.11 0.07
H 15.076437 4.663674 11.346546 0.07 0.07 0.09
H 26.924214 14.810628 9.726665 0.13 -0.84 0.10
H 16.264172 10.776951 13.270909 -0.13 0.21 0.45
H 24.391526 12.952546 7.557331 -0.21 -0.10 0.16
H 21.158415 8.498091 14.292838 0.51 0.33 -0.07
H 13.804458 12.147424 8.616964 0.24 0.69 -1.43
H 15.746037 12.373586 7.857207 0.72 0.73 -0.48
H 20.026846 14.156861 6.168387 0.28 -0.32 -0.11


23
Properties=species:S:1:pos:R:3:forces:R:3 method="wB97M-V/def2-TZVPD" charge=+1 de_lowest_kcal_mol=64.9 homo_lumo_gap_ha=0.3956
O -0.844260 0.715231 -1.359172 -3.47 -1.02 -0.21
O -2.727563 -0.613800 -0.617804 0.94 0.99 -1.11
O 1.179208 -2.632992 -0.164683 0.09 -0.79 -0.46
N -0.782379 -1.704019 -0.890226 2.34 3.65 -0.60
N -0.194063 -0.029669 1.139742 -0.83 -0.18 1.12
C -1.581314 -0.608578 -0.895605 -1.73 -1.07 1.09
C 2.160536 -0.079373 0.642590 3.45 2.03 -2.28
C 0.834470 -0.293699 0.118621 -1.80 0.10 -0.38
C -0.086355 -0.381108 2.367674 0.91 -0.33 -2.01
C 0.509001 -1.679599 -0.382154 0.50 0.51 1.16
C -1.631888 1.883883 -0.884806 -3.22 -1.25 0.03
C 0.493310 0.678839 -1.040042 3.89 1.11 0.02
H 2.623627 -0.856376 1.186493 -0.40 -0.75 1.66
H 2.082595 0.965700 1.099822 1.07 -1.59 -0.31
H 2.980290 -0.170807 -0.210721 -1.71 1.05 1.16
H 0.813166 1.694635 -0.798946 -0.29 0.00 0.53
H -1.187194 -2.543193 -1.027080 -1.99 -3.46 -0.52
H 1.061455 0.547654 -1.974078 -0.17 -0.83 0.31
H -1.608181 2.786916 -1.495275 0.30 -0.74 -0.67
H -0.881292 -0.261158 3.038287 -1.41 0.67 0.61
H 0.733727 -0.906773 2.834486 0.75 -0.08 -0.32
H -1.238920 2.077450 0.057758 0.56 0.44 1.72
H -2.707977 1.410837 -0.744881 2.22 1.53 -0.53


14
Properties=species:S:1:pos:R:3:forces:R:3 method="wB97M-V/def2-TZVPD" de_lowest_kcal_mol=9.3 homo_lumo_gap_ha=0.3381
O -2.517193 1.791999 0.066331 0.09 -0.59 -0.19
N -0.792983 0.967432 1.343972 -0.09 0.00 -0.15
C 0.355657 0.207300 1.090569 0.09 -0.21 -0.13
C -0.751091 0.312632 -0.926278 0.07 0.12 0.07
C 0.444760 -0.219582 -0.169327 -0.02 0.07 0.44
C 1.487302 -1.225059 -0.573750 0.06 0.02 -0.10
C -1.536670 1.093378 0.173959 -0.07 0.04 -0.09
H -1.249094 0.922640 2.244447 0.03 0.42 -0.16
H -1.276489 -0.487974 -1.468161 -0.35 0.30 0.46
H -0.537201 1.065122 -1.694422 0.32 -0.11 0.07
H 2.492154 -0.796810 -0.543129 -0.04 -0.03 -0.14
H 1.464390 -2.051027 0.145001 0.09 0.04 -0.19
H 1.088012 0.075253 1.873961 -0.15 -0.23 0.10
H 1.328447 -1.655305 -1.563174 -0.05 0.16 0.00